82
Properties=species:S:1:pos:R:3:forces:R:3 method="wB97M-V/def2-TZVPD" charge=+2 e_tot_ev=-129180.5918 gap_ev="7.175 / 5.643" e_lumo_ev="-6.72 / -8.90" spin_multiplicity=3
N -5.1310 -1.9310 4.1979 -0.0254 -0.2048 0.1624
C -4.3824 -0.9776 4.7549 -0.0490 0.3104 -0.0683
C -4.2008 0.2699 4.1664 -0.0096 0.2218 -0.5007
C -4.7641 0.5147 2.8879 -0.3638 -0.2158 0.1860
C -5.5900 -0.4919 2.3394 0.1341 -0.5875 0.4001
C -5.7496 -1.6921 3.0436 0.0139 0.7981 -0.4192
C -4.3644 1.6498 2.0906 -0.1421 -0.2626 1.0456
Pt 0.4710 0.7638 -1.9374 1.5114 0.6639 -0.3222
P 3.2844 0.3257 -1.6677 0.5878 0.1747 -0.4452
C -4.6327 1.7035 0.7423 0.1248 0.6602 -1.5015
C -3.6436 2.1252 -0.2041 -0.7630 0.4347 0.8579
C -3.6929 1.6614 -1.5509 0.3563 -0.2016 -0.3847
C -2.4966 1.4393 -2.2235 -0.4276 0.2998 0.6304
C -1.3094 1.6649 -1.4927 1.1860 -0.3230 -0.6410
C -1.2800 2.5630 -0.4097 -0.8464 0.1111 0.2614
C -2.4726 2.7974 0.2551 1.0659 -0.2395 -0.2868
Br 1.7095 2.1869 -3.5457 -0.8777 0.1830 0.4921
H -3.7316 2.3992 2.5801 0.1030 -0.4428 -0.3276
H -5.5506 1.2645 0.3406 0.4893 -0.2375 0.1347
H -3.5854 1.0211 4.6581 -0.1849 -0.1564 -0.1144
H -6.0614 -0.3805 1.3683 0.0057 -0.0529 0.2208
H -3.8961 -1.2019 5.7080 -0.2210 0.0052 -0.3105
H -6.3905 -2.4747 2.6329 0.2245 0.1221 0.2223
H -4.6559 1.3942 -2.0010 0.3950 0.0275 0.2115
H -2.4993 3.4123 1.1605 0.0222 -0.2876 -0.3645
H -2.4564 1.0670 -3.2431 -0.1289 -0.1395 0.2875
H -0.3325 2.9969 -0.0983 -0.3640 -0.1792 -0.0515
P -0.2313 -1.2035 -1.0841 -1.5845 -1.7292 0.1231
C 3.8536 1.9353 -0.9248 -0.6578 -0.1137 0.2008
C 4.8929 2.7557 -1.6641 0.4160 0.3470 -0.1091
H 4.2150 1.6664 0.0831 -0.1495 -0.0952 -0.3846
H 2.9396 2.5273 -0.7707 0.2859 -0.1593 -0.0716
H 5.2190 3.5694 -1.0038 -0.1032 -0.1497 -0.1391
H 5.7899 2.1799 -1.9265 -0.2808 0.1600 0.0553
H 4.4687 3.2154 -2.5625 0.1588 -0.1150 0.1463
C 3.7411 -0.2193 -3.4000 -0.8997 -0.3559 0.1323
C 4.8268 0.5435 -4.1368 0.4452 0.2449 -0.3748
H 2.8009 -0.1675 -3.9752 0.5152 -0.1091 0.3326
H 3.9951 -1.2910 -3.3126 -0.0524 0.3951 0.1258
H 4.5701 0.5477 -5.2010 0.1639 0.0527 0.1530
H 4.9162 1.5819 -3.8079 -0.0229 -0.3196 -0.2702
H 5.8024 0.0516 -4.0353 -0.2196 0.2313 0.0402
C 4.3238 -0.8534 -0.7045 -1.1417 -0.6810 0.4053
C 5.8239 -0.6190 -0.8295 0.3279 0.5703 -0.0524
H 4.0741 -1.8637 -1.0605 0.1224 0.4040 0.1437
H 3.9904 -0.7765 0.3397 0.2217 -0.1381 -0.1113
H 6.3464 -1.5018 -0.4499 -0.0898 0.1286 -0.0302
H 6.1408 -0.4682 -1.8693 -0.0552 -0.0584 0.2644
H 6.1519 0.2467 -0.2327 -0.0908 -0.2876 -0.2834
C 0.5129 -2.5417 -0.0439 0.1918 0.3984 0.4671
C 1.8824 -3.0855 -0.3968 0.4132 -0.2573 0.1909
H -0.2106 -3.3690 -0.1005 0.0117 0.5044 -0.1848
H 0.4867 -2.1860 0.9938 -0.0476 -0.2579 -0.2602
H 1.9276 -4.1568 -0.1505 0.0094 0.3321 -0.1453
H 2.1200 -2.9797 -1.4591 0.0242 -0.0687 0.0862
H 2.6669 -2.6022 0.1935 -0.2055 -0.0922 -0.1947
C -0.4816 -2.2164 -2.6227 0.1528 0.2093 0.3772
C -1.3148 -1.5203 -3.6859 -0.0732 -0.0378 -0.4063
H -0.9324 -3.1729 -2.3180 0.1104 0.2336 -0.0443
H 0.5259 -2.4404 -3.0052 -0.2459 0.0300 0.0381
H -1.3423 -2.1456 -4.5892 -0.0703 0.2576 0.2063
H -2.3512 -1.3600 -3.3594 0.2474 -0.0468 -0.0718
H -0.8771 -0.5463 -3.9574 -0.1342 -0.3060 -0.0145
C -1.9118 -1.1483 -0.2761 -0.2165 0.5947 -0.2938
C -2.2264 -1.9443 0.9935 0.0457 -0.1191 0.0804
H -2.6210 -1.4237 -1.0729 0.1875 0.0652 0.1742
H -2.0944 -0.0829 -0.0778 -0.0429 -0.3578 0.0485
H -3.3144 -1.9540 1.1388 0.2436 -0.0024 -0.0182
H -1.8940 -2.9860 0.9396 -0.2027 0.2246 0.0871
H -1.7881 -1.4815 1.8874 0.0061 -0.1351 -0.2193
N -1.6090 0.1654 6.1527 1.2973 0.6146 -2.4523
C -1.0477 0.4045 5.1518 -1.1690 -0.5351 2.3669
C -0.3159 0.6578 3.9375 0.3270 -0.1512 -0.3489
C 0.4429 -0.3770 3.3714 0.3649 0.2240 -0.3746
C 1.1911 -0.0975 2.2162 -0.5911 -0.1123 0.6071
N 1.1416 1.0774 1.5953 0.5948 0.2945 0.0549
C 0.4698 2.0742 2.1679 -0.4930 -0.2533 0.4811
C -0.2938 1.9179 3.3347 0.2049 0.1559 -0.3879
H 0.4719 -1.3665 3.8198 0.0146 0.2146 0.0260
H 1.8566 -0.8531 1.7859 -0.3028 0.2322 0.1382
H 0.5305 3.0447 1.6728 -0.0228 -0.2390 0.2872
H -0.8469 2.7683 3.7389 0.2444 -0.3177 0.0290


29
Properties=species:S:1:pos:R:3:forces:R:3 method="wB97M-V/def2-TZVPD" charge=0 e_tot_ev=-74267.3383 gap_ev=4.227 e_lumo_ev=-1.86
Cl 3.3520 -2.8067 -3.2253 -0.0407 0.0436 0.0445
C 1.9672 -1.8716 -2.8845 0.0723 1.0281 0.0245
C 2.0131 -0.5170 -2.7442 0.3866 -1.2958 -0.0910
Cl 3.4710 0.3577 -2.8641 -0.0764 -0.0156 0.0328
C 0.8013 0.2808 -2.4331 -0.1368 2.2269 1.0605
O 0.8569 1.4487 -2.0496 0.0891 -2.2052 -1.1338
C -0.4991 -0.4298 -2.5398 -0.1786 -1.3487 -0.8804
Cl -1.8662 0.5298 -2.9001 0.1054 -0.1061 -0.0030
C -0.5345 -1.7947 -2.5646 -0.1442 1.0184 0.3763
Cl -2.0031 -2.6525 -2.3900 -0.0313 -0.0126 -0.2470
C 0.6890 -2.6363 -2.7421 -0.0803 -1.2408 0.2494
O 0.6469 -3.8612 -2.7993 0.0395 2.0659 0.0643
C -0.6222 2.7559 1.0133 -0.2307 -0.4203 0.5609
Na -2.5511 -0.1051 3.2533 0.8627 0.2522 -0.5214
C -1.4974 2.2290 0.0394 0.7799 -0.1800 0.4840
C -1.4969 0.8169 0.1323 -0.2018 -0.3586 0.4813
C -0.6413 0.4429 1.2148 -1.2820 0.1408 -0.5323
C -0.1629 1.6585 1.8235 -0.1604 0.5930 -0.4875
C 0.4657 1.5686 3.0719 0.0646 -0.0046 0.1507
C 0.6009 0.3235 3.6884 0.3940 0.9039 0.6738
C 0.2168 -0.8580 3.0424 -0.2210 -0.8205 -0.3979
C -0.3732 -0.8181 1.7803 0.0643 -0.0245 0.2042
H -0.3885 3.8002 1.2275 -0.2107 -0.3210 -0.2187
H -2.0510 2.8211 -0.6853 0.1353 -0.1606 0.1187
H -2.1213 0.0996 -0.4025 0.2863 0.3534 0.0870
H 0.8163 2.4885 3.5509 -0.0670 -0.3910 0.0250
H 1.0751 0.2641 4.6760 -0.1809 0.0095 -0.4266
H 0.4353 -1.8160 3.5119 0.0043 0.1344 -0.0940
H -0.5988 -1.7188 1.1985 -0.0413 0.1359 0.3958


63
Properties=species:S:1:pos:R:3:forces:R:3 method="wB97M-V/def2-TZVPD" charge=0 e_tot_ev=-33551.3907 gap_ev=8.154 smiles="COc1ccccc1[C@]1(CC/N=C/c2ccc(N(C)C)cc2)CCOC(C)(C)C1" e_lumo_ev=0.69
C -0.0407 2.4041 -1.6419 -0.0235 0.2732 0.0469
O -0.0672 1.0381 -1.9686 0.1661 -0.3672 -0.0608
C 1.0927 0.3162 -1.9108 0.1988 -0.0452 -0.0042
C 2.3303 0.9293 -1.7583 -0.1738 0.2414 -0.0024
C 3.4939 0.1849 -1.6896 0.0322 -0.1089 -0.0074
C 3.4238 -1.1895 -1.7599 0.1562 -0.0185 0.0238
C 2.1913 -1.8038 -1.9125 -0.0160 0.1245 -0.0055
C 1.0053 -1.0879 -2.0159 -0.0389 0.0880 0.0407
C -0.3453 -1.7815 -2.1257 -0.4592 -0.0309 0.1011
C -1.1184 -1.4813 -0.8202 0.1142 -0.0709 0.0442
C -0.3625 -1.8532 0.4682 -0.1521 -0.4126 -0.1998
N -0.3072 -0.7101 1.3231 0.0831 0.4812 0.3725
C -0.7598 -0.7602 2.5013 -0.0478 -0.6084 -0.3765
C -0.7283 0.3842 3.3855 -0.0160 0.6108 0.5624
C -1.2496 0.3110 4.6766 0.1570 -0.0579 -0.4322
C -1.2216 1.3962 5.5230 -0.0204 0.1597 0.2667
C -0.6675 2.6206 5.1159 -0.1118 -0.1645 -0.0589
N -0.6594 3.7103 5.9471 0.0027 0.2322 0.1699
C -1.0756 3.5762 7.3213 -0.0771 -0.1472 0.0219
C 0.0084 4.9239 5.5469 0.0555 -0.0080 -0.1573
C -0.1395 2.6876 3.8144 0.0696 0.1633 0.0040
C -0.1727 1.5987 2.9772 -0.1073 -0.2559 0.0998
C -0.2658 -3.3059 -2.3133 0.1899 0.1749 -0.3538
C 0.2219 -3.6873 -3.7121 0.1192 -0.2523 0.2560
O -0.6079 -3.1664 -4.7213 -0.1625 0.0674 -0.1056
C -0.7439 -1.7473 -4.6973 -0.2998 0.5134 -0.1737
C -1.8546 -1.4466 -5.7102 0.3108 -0.2068 0.2896
C 0.5444 -1.0520 -5.1578 -0.1484 -0.3570 0.1201
C -1.1930 -1.2624 -3.3074 0.1539 -0.1974 -0.2182
H 0.3961 2.5713 -0.6527 0.0090 -0.0137 -0.0342
H 0.5034 2.9931 -2.3885 -0.0063 -0.0410 0.0554
H -1.0831 2.7215 -1.6309 0.0876 0.0260 0.0087
H 2.3987 2.0031 -1.6872 -0.0440 0.0972 0.0025
H 4.4438 0.6848 -1.5722 0.0681 0.0459 0.0095
H 4.3178 -1.7908 -1.6902 0.0760 -0.0455 0.0053
H 2.1748 -2.8809 -1.9459 -0.0803 -0.0925 -0.0300
H -1.3246 -0.4122 -0.7826 -0.0716 -0.0894 0.0211
H -2.0769 -2.0029 -0.8435 -0.0549 -0.0150 -0.0888
H -0.8279 -2.7241 0.9626 0.0951 0.0875 -0.0461
H 0.6746 -2.1090 0.2279 -0.0937 -0.1160 0.0018
H -1.2031 -1.6800 2.9214 0.0386 0.0286 -0.1342
H -1.6839 -0.6170 5.0231 -0.0426 -0.0932 0.0295
H -1.6363 1.2865 6.5115 -0.0283 0.0277 0.0989
H -0.9727 4.5331 7.8272 -0.0062 -0.0235 -0.0342
H -2.1254 3.2765 7.3795 0.0106 -0.0265 0.0942
H -0.4711 2.8373 7.8592 -0.0422 -0.0144 0.0527
H 1.0798 4.7648 5.3791 0.0140 0.0615 -0.0413
H -0.1071 5.6750 6.3247 -0.0108 -0.0345 -0.0242
H -0.4332 5.3208 4.6294 0.0752 0.0610 -0.0117
H 0.3058 3.6008 3.4546 0.0391 0.0972 -0.0108
H 0.2385 1.6562 1.9816 0.0610 0.0424 -0.1089
H 0.3562 -3.7788 -1.5540 0.0321 -0.0660 0.0791
H -1.2776 -3.7034 -2.2001 -0.0155 0.0053 0.0502
H 0.1763 -4.7728 -3.8427 0.1117 0.1036 0.0588
H 1.2595 -3.3653 -3.8689 -0.0530 -0.0645 0.0044
H -2.0779 -0.3838 -5.7235 -0.0295 0.1433 -0.0200
H -1.5405 -1.7603 -6.7018 0.0372 -0.0058 -0.1486
H -2.7530 -1.9985 -5.4476 -0.1192 -0.0398 0.0520
H 1.3508 -1.1824 -4.4429 0.1245 0.0401 -0.0386
H 0.3619 0.0128 -5.2738 0.0056 0.1558 0.0075
H 0.8548 -1.4633 -6.1161 0.0154 -0.0200 -0.1129
H -1.2168 -0.1763 -3.3060 -0.0958 -0.0267 -0.0306
H -2.2138 -1.6215 -3.1522 -0.0609 -0.0156 0.0202